No. 1
Here is a 2-piece molecular cluster, C2H5OP overall at a distorted geometry from the Open Molecules 2025 dataset. Energies are from ωB97M-V with the def2-TZVPD basis set.

CARTESIAN COORDINATES (ANGSTROEM)
1 C 2.2551 -0.6505 0.0273
2 C -2.3437 0.3054 0.0962
3 O 3.0479 0.1670 -0.3641
4 P -1.0400 0.7103 -0.9225
5 H 2.0078 -0.9122 1.1186
6 H 1.8185 -1.2821 -0.7962
7 H -3.2780 0.2298 -0.3353
8 H -2.2267 0.3948 1.1149
9 H -0.2408 1.0376 0.0610

2S+1: 1
SMILES: C=O.C=P
ΔE to the lowest compared entry with this formula, charge and spin, kcal per mole: 58.2
Charge: 0

=====

No. 2
Here is a 11-piece molecular cluster, C49H106F18N5O17 overall at a distorted geometry from the Open Molecules 2025 dataset. Energies are from ωB97M-V with the def2-TZVPD basis set.

CARTESIAN COORDINATES (ANGSTROEM)
1 C 14.6323 21.0083 12.4597
2 N 15.1805 19.7174 12.0623
3 C 14.9715 18.7059 13.1702
4 C 14.4051 19.2860 10.8655
5 C 16.6330 19.8891 11.7724
6 C 17.3952 18.8330 11.0024
7 O 17.5626 17.5978 11.6725
8 H 15.1135 21.4343 13.3260
9 H 13.6213 20.8044 12.7151
10 H 14.7410 21.8307 11.6940
11 H 13.8577 18.5557 13.1080
12 H 15.4429 18.9766 14.0915
13 H 15.4094 17.7902 12.8044
14 H 14.7770 19.7463 9.9140
15 H 13.4116 19.6516 11.1541
16 H 14.3881 18.1793 10.8081
17 H 17.1336 20.1304 12.7368
18 H 16.6832 20.6758 10.9815
19 H 18.3824 19.2809 10.9577
20 H 16.9875 18.7930 9.9802
21 H 16.8182 16.9276 11.6366
22 C 21.2008 9.8386 20.9569
23 N 21.2801 11.3898 20.8415
24 C 19.9399 11.9762 21.3108
25 C 22.3311 11.7946 21.7704
26 C 21.7068 11.9034 19.4735
27 C 20.8012 11.2395 18.3839
28 O 19.4521 11.3409 18.6145
29 H 20.8379 9.7261 21.9921
30 H 22.1984 9.4337 20.7987
31 H 20.4984 9.4496 20.1797
32 H 19.9347 11.9768 22.4036
33 H 19.1312 11.4753 20.7736
34 H 19.9598 13.0048 20.9908
35 H 22.5698 12.8893 21.5967
36 H 23.2647 11.1733 21.7524
37 H 22.0106 11.6516 22.8224
38 H 22.7506 11.7829 19.2414
39 H 21.5934 13.0029 19.4405
40 H 20.9616 10.1125 18.3002
41 H 21.0699 11.5482 17.4080
42 H 19.0515 12.1388 17.9955
43 C 18.7213 15.8071 14.4319
44 N 19.2973 14.6134 13.7205
45 C 18.1523 13.6729 13.5162
46 C 19.6922 15.2382 12.3504
47 C 20.4056 13.8088 14.3476
48 C 21.8130 14.4506 14.2416
49 O 21.8970 15.7841 14.6638
50 H 19.4950 16.5573 14.4948
51 H 18.3154 15.4862 15.4296
52 H 17.8726 16.1269 13.7870
53 H 17.8850 13.1897 14.4304
54 H 18.3223 12.8918 12.7850
55 H 17.3484 14.3124 13.2298
56 H 20.3714 14.6041 11.8461
57 H 20.3103 16.0810 12.6869
58 H 18.8690 15.5483 11.7332
59 H 20.3443 12.8810 13.7987
60 H 20.2783 13.5636 15.4369
61 H 22.2799 14.3254 13.2411
62 H 22.4058 13.7381 14.9615
63 H 22.7989 15.9281 14.9718
64 C 15.9877 11.4542 15.9932
65 N 14.8297 12.1097 16.6916
66 C 13.9449 10.9950 17.1589
67 C 15.3638 12.9533 17.7993
68 C 13.9237 12.9455 15.7148
69 C 14.5803 13.8184 14.6679
70 O 14.7651 12.9624 13.5533
71 H 15.5596 10.8130 15.2405
72 H 16.4370 10.8357 16.7729
73 H 16.7276 12.1460 15.6077
74 H 14.4669 10.3934 17.8608
75 H 13.5820 10.4842 16.2682
76 H 13.1224 11.4232 17.7116
77 H 15.8661 12.2736 18.4694
78 H 14.4425 13.2990 18.2922
79 H 15.9394 13.7594 17.4341
80 H 13.3011 13.4777 16.4391
81 H 13.2476 12.2920 15.2117
82 H 15.4763 14.2231 15.0794
83 H 13.8540 14.6257 14.4697
84 H 14.8047 13.4343 12.7311
85 C 13.2821 14.6454 22.7753
86 N 13.6819 15.9138 22.0871
87 C 12.4558 16.7077 21.7273
88 C 14.6237 16.6821 22.9655
89 C 14.4250 15.7760 20.7597
90 C 15.3929 14.5871 20.7518
91 O 14.8724 13.2447 20.9215
92 H 12.5107 14.9324 23.4210
93 H 14.2021 14.2463 23.2022
94 H 12.9377 13.8980 22.0745
95 H 12.8009 17.6970 21.3622
96 H 11.9022 16.9197 22.6750
97 H 11.9276 16.2037 20.9376
98 H 15.5928 16.4315 22.6385
99 H 14.5447 16.3445 24.0018
100 H 14.4629 17.7458 23.0021
101 H 15.0186 16.6360 20.6178
102 H 13.6665 15.5318 20.0359
103 H 16.1397 14.7159 21.5113
104 H 15.9733 14.5849 19.8143
105 H 14.0387 13.2017 20.4041
106 C 17.5724 19.7485 19.6155
107 O 17.0168 19.0084 18.2891
108 O 16.8319 20.6314 20.0578
109 C 17.5815 18.6745 20.6836
110 F 18.2420 19.0748 21.7553
111 F 16.2916 18.3351 21.0631
112 F 17.9796 17.3874 20.4111
113 C 16.7407 20.1265 17.3745
114 C 17.3572 19.9436 16.0605
115 H 18.5004 19.9823 16.1319
116 H 17.1195 18.9327 15.7060
117 H 17.0430 20.7565 15.3902
118 H 17.2575 21.0071 17.8547
119 H 15.6542 20.3590 17.3389
120 H 18.6019 20.0371 19.2613
121 C 26.1172 14.8289 19.6566
122 O 25.0353 15.3461 18.6534
123 O 26.4853 13.6068 19.4841
124 C 27.4035 15.7544 19.6259
125 F 28.1299 15.3260 18.5929
126 F 27.3523 17.1800 19.4041
127 F 28.0595 15.6055 20.7775
128 C 25.1757 15.5423 17.3267
129 C 24.9794 14.3005 16.5032
130 H 25.7145 13.4860 16.6793
131 H 23.9305 14.0136 16.6833
132 H 25.0701 14.6920 15.4885
133 H 26.0891 15.9974 16.9592
134 H 24.3010 16.2144 16.9553
135 H 25.5797 15.2485 20.5543
136 C 11.7103 13.9437 18.7250
137 O 11.6975 15.3612 18.7306
138 O 12.8395 13.3866 19.1021
139 C 10.5400 13.5528 19.7249
140 F 10.7229 14.1020 20.9974
141 F 9.4145 13.9019 19.2389
142 F 10.5019 12.2145 19.9150
143 C 12.3526 16.0904 17.6272
144 C 12.1676 17.5973 17.8353
145 H 12.2652 17.7752 18.9282
146 H 12.8101 18.2204 17.2143
147 H 11.2162 17.8767 17.4232
148 H 11.7725 15.8586 16.7207
149 H 13.3928 15.7105 17.5597
150 H 11.2406 13.6711 17.7470
151 C 15.2949 15.2681 10.7398
152 O 14.2595 14.2866 10.9617
153 O 15.8796 15.7314 11.8734
154 C 16.2403 14.5127 9.7056
155 F 15.5606 14.0066 8.6478
156 F 17.1665 15.3920 9.3008
157 F 16.8557 13.3766 10.2315
158 C 13.1031 15.0133 11.3217
159 C 11.9698 14.0281 11.5857
160 H 11.9468 13.2869 10.7555
161 H 11.9636 13.5650 12.5591
162 H 11.0352 14.5552 11.4246
163 H 12.8203 15.5932 10.4263
164 H 13.3540 15.7641 12.0932
165 H 14.8367 16.0774 10.1897
166 C 10.0490 20.4696 13.0115
167 O 11.2443 19.5073 13.1108
168 O 9.8196 21.0840 14.1301
169 C 10.4467 21.3380 11.7758
170 F 9.4400 22.1697 11.3983
171 F 11.6484 22.0118 11.8836
172 F 10.6785 20.5732 10.6277
173 C 10.9367 18.5386 14.0989
174 C 11.2391 17.0819 13.6046
175 H 10.5097 16.7003 12.9041
176 H 12.1996 17.0500 13.1353
177 H 11.2070 16.4616 14.5161
178 H 9.9450 18.5561 14.5046
179 H 11.4934 18.7106 15.0085
180 H 9.1659 19.8660 12.6370
181 C 18.2786 14.2889 17.8789
182 O 17.4331 15.0850 17.0951
183 O 18.4840 13.0847 17.2276
184 C 19.6533 15.0064 18.3341
185 F 20.8037 14.5286 17.8390
186 F 19.6740 16.2569 18.0810
187 F 19.7230 14.8370 19.7396
188 C 16.7678 16.2370 17.6094
189 C 15.7315 16.6630 16.4719
190 H 15.2502 15.7913 16.0030
191 H 14.8810 17.2568 16.7600
192 H 16.3547 17.0975 15.7268
193 H 17.4835 17.1113 17.6535
194 H 16.4428 16.1611 18.6393
195 H 17.8035 14.1716 18.8691

2S+1: 1
Charge: -1

=====

No. 3
Here is a 7-piece molecular cluster, C58H125N7O7 overall at a distorted geometry from the Open Molecules 2025 dataset. Energies are from ωB97M-V with the def2-TZVPD basis set.

CARTESIAN COORDINATES (ANGSTROEM)
1 C -2.5500 -1.5719 -0.6757
2 C -2.7476 -1.2403 0.8125
3 C -2.0818 0.0729 1.2404
4 O -0.7231 0.2068 0.8181
5 C 0.1555 -0.8115 1.2774
6 N -4.1775 -1.1388 1.0621
7 H -3.0165 -2.5368 -0.8562
8 H -1.4796 -1.6522 -0.8765
9 H -2.9399 -0.7957 -1.3357
10 H -2.3078 -2.0986 1.3326
11 H -2.0689 0.1293 2.3369
12 H -2.6681 0.9412 0.9478
13 H -0.0243 -1.0377 2.3350
14 H 1.1694 -0.4448 1.1594
15 H -0.0655 -1.7374 0.7426
16 H -4.3820 -0.4779 1.8056
17 H -4.5904 -0.7591 0.2164
18 C 0.5932 3.8786 -4.9366
19 C 0.7574 2.3431 -5.0304
20 C 1.5380 1.9045 -3.7764
21 C 0.7407 1.8181 -2.4646
22 C -0.4796 0.9212 -2.7480
23 C -1.3529 1.4712 -3.8819
24 N -0.5003 1.5847 -5.1021
25 O -1.2525 2.1036 -6.2064
26 C -2.3744 0.3795 -4.1453
27 C -2.0397 2.7815 -3.5526
28 C 1.5847 1.9489 -6.2558
29 H -0.3614 4.1229 -5.4034
30 H 1.3776 4.4028 -5.4831
31 H 0.6245 4.2591 -3.9168
32 H 2.1242 0.9981 -3.9619
33 H 2.3400 2.6186 -3.5544
34 H 0.4674 2.8216 -2.1227
35 H 1.3558 1.4694 -1.6328
36 H -1.0377 0.7927 -1.8159
37 H -0.0129 -0.0570 -2.8833
38 H -2.9780 0.3316 -3.2348
39 H -3.1327 0.7410 -4.8583
40 H -2.0872 -0.5636 -4.6027
41 H -2.5077 3.1331 -4.4736
42 H -2.8457 2.5841 -2.8421
43 H -1.3570 3.5451 -3.1948
44 H 2.4981 2.5345 -6.4070
45 H 1.1343 2.1420 -7.2328
46 H 1.8518 0.8978 -6.1445
47 H -1.1715 1.3658 -6.8197
48 C -4.8052 5.8387 1.6108
49 C -3.2668 5.7481 1.5891
50 C -2.7187 6.9410 2.4450
51 C -2.8515 6.7369 3.9461
52 C -2.1857 5.4068 4.2649
53 C -2.8250 4.2161 3.5836
54 N -2.8701 4.4333 2.1472
55 O -3.4201 3.3660 1.4506
56 C -1.7855 3.0580 3.8182
57 C -4.1000 3.7352 4.3076
58 C -2.7021 5.8362 0.1602
59 H -5.1509 6.4693 0.7834
60 H -5.2487 6.3010 2.4944
61 H -5.2908 4.8736 1.4600
62 H -1.6871 7.0222 2.0858
63 H -3.2053 7.8590 2.1077
64 H -3.8860 6.9480 4.2265
65 H -2.3207 7.5237 4.4921
66 H -2.1695 5.3639 5.3572
67 H -1.1364 5.4256 3.9627
68 H -2.1295 2.0788 3.4859
69 H -0.7584 3.2359 3.4977
70 H -1.7445 3.0041 4.9109
71 H -4.1420 2.6554 4.4582
72 H -4.1022 4.1341 5.3221
73 H -4.9733 4.0196 3.7212
74 H -3.2543 5.1299 -0.4585
75 H -1.6476 5.5697 0.2284
76 H -2.7979 6.8335 -0.2676
77 H -2.6833 2.8571 1.0940
78 C 3.2328 3.6208 2.5888
79 C 4.2011 2.8104 1.6998
80 C 5.3285 3.7605 1.2294
81 C 6.4806 3.9707 2.1702
82 C 7.0116 2.5933 2.6049
83 C 5.9685 1.6462 3.2041
84 N 4.7267 1.6274 2.3981
85 O 3.7201 0.7871 2.8854
86 C 6.5625 0.2459 3.1557
87 C 5.6168 2.1063 4.6301
88 C 3.5194 2.3032 0.4274
89 H 2.6768 2.9045 3.2069
90 H 2.4560 4.1626 2.0545
91 H 3.8404 4.1385 3.3296
92 H 5.5765 3.5295 0.1893
93 H 4.8949 4.7597 1.0892
94 H 6.1814 4.6567 2.9644
95 H 7.3243 4.4221 1.6433
96 H 7.9016 2.6464 3.2347
97 H 7.3982 2.1576 1.6778
98 H 7.0692 0.0596 4.1101
99 H 5.8904 -0.6161 3.1231
100 H 7.2620 0.1000 2.3335
101 H 6.4607 2.1082 5.3296
102 H 5.1735 3.0959 4.5715
103 H 4.9690 1.4137 5.1766
104 H 2.5956 1.7446 0.6150
105 H 4.1424 1.5959 -0.1218
106 H 3.2145 3.1457 -0.1980
107 H 3.7971 0.0292 2.2927
108 C -3.3684 -3.4459 -3.3416
109 C -3.6605 -4.2323 -4.6212
110 C -4.4514 -5.4840 -4.1485
111 C -5.0965 -6.2434 -5.2927
112 C -6.1171 -5.2911 -5.9725
113 C -5.3577 -4.0969 -6.5972
114 N -4.4950 -3.4841 -5.5420
115 O -3.9882 -2.2248 -5.9197
116 C -4.6806 -4.4449 -7.9307
117 C -6.4539 -3.0608 -6.8968
118 C -2.3320 -4.6607 -5.2583
119 H -2.8978 -2.4958 -3.6234
120 H -4.2316 -3.2114 -2.7244
121 H -2.5366 -3.9030 -2.8012
122 H -3.7938 -6.1832 -3.6279
123 H -5.2411 -5.1338 -3.4811
124 H -4.3431 -6.4772 -6.0450
125 H -5.6072 -7.0806 -4.8175
126 H -6.9299 -5.0056 -5.3073
127 H -6.5291 -5.9154 -6.7713
128 H -5.4352 -4.4869 -8.7142
129 H -4.1964 -5.4200 -7.9053
130 H -4.0050 -3.5977 -8.0593
131 H -6.1290 -2.1420 -7.3920
132 H -6.9122 -2.6293 -6.0000
133 H -7.2060 -3.6303 -7.4417
134 H -2.1960 -5.7413 -5.1713
135 H -2.2450 -4.5159 -6.3408
136 H -1.4673 -4.0799 -4.9285
137 H -4.7386 -1.6438 -5.7506
138 C 2.2390 -2.8846 -4.0655
139 C 2.0482 -3.4897 -2.6413
140 C 0.6314 -4.0702 -2.5125
141 C 0.5836 -5.4897 -3.0187
142 C 1.6906 -6.4205 -2.4909
143 C 3.0778 -5.8143 -2.7691
144 N 3.0573 -4.4369 -2.2054
145 O 4.3556 -3.8323 -2.2555
146 C 4.0803 -6.6784 -2.0159
147 C 3.3719 -5.9048 -4.2970
148 C 2.0822 -2.2313 -1.7318
149 H 1.8755 -3.6549 -4.7608
150 H 3.2933 -2.8809 -4.3462
151 H 1.6855 -1.9716 -4.2582
152 H 0.2716 -4.0063 -1.4835
153 H -0.0242 -3.4927 -3.1677
154 H 0.6216 -5.5224 -4.1127
155 H -0.4362 -5.8572 -2.8559
156 H 1.5548 -7.3833 -2.9872
157 H 1.5440 -6.6200 -1.4266
158 H 5.1045 -6.3700 -2.2681
159 H 4.0577 -6.4785 -0.9448
160 H 4.0064 -7.6903 -2.4059
161 H 4.1075 -5.1340 -4.5394
162 H 3.8121 -6.8941 -4.4056
163 H 2.5470 -5.7036 -4.9748
164 H 2.1172 -2.5148 -0.6776
165 H 1.2594 -1.5469 -1.9344
166 H 2.9708 -1.6404 -1.9681
167 H 4.6663 -4.1073 -1.3864
168 C 0.7635 -1.4023 8.5046
169 C 1.9914 -0.8749 7.7161
170 C 2.0659 -1.4994 6.3253
171 C 1.1445 -0.8539 5.3406
172 C 1.2453 0.6619 5.3083
173 C 1.0973 1.3560 6.6543
174 N 1.9924 0.6038 7.6196
175 O 1.9616 1.1829 8.9086
176 C 1.6736 2.7923 6.5603
177 C -0.3113 1.4527 7.2221
178 C 3.1984 -1.4228 8.5178
179 H -0.1174 -1.3400 7.8584
180 H 0.4850 -0.9287 9.4495
181 H 0.8139 -2.4613 8.7679
182 H 3.0905 -1.4942 5.9398
183 H 1.8102 -2.5573 6.4422
184 H 0.1466 -1.2521 5.5768
185 H 1.2769 -1.2883 4.3439
186 H 0.3948 0.9289 4.6743
187 H 2.2151 0.9247 4.8873
188 H 1.2756 3.4157 7.3584
189 H 2.7584 2.7515 6.6653
190 H 1.4510 3.2140 5.5788
191 H -0.8653 0.5115 7.1362
192 H -0.3953 1.7417 8.2655
193 H -0.8478 2.1176 6.5413
194 H 3.1315 -2.5104 8.5331
195 H 3.1240 -1.0610 9.5447
196 H 4.1839 -1.1541 8.1367
197 H 1.3031 0.6608 9.3946

2S+1: 1
SMILES: CC1(C)CCCC(C)(C)N1O.CC1(C)CCCC(C)(C)N1O.CC1(C)CCCC(C)(C)N1O.CC1(C)CCCC(C)(C)N1O.CC1(C)CCCC(C)(C)N1O.CC1(C)CCCC(C)(C)N1O.COC[C@H](C)N
ΔE to the lowest compared entry with this formula, charge and spin, kcal per mole: 14.2
Charge: 0

=====

Electronic energy: -13488.35041, -143693.76758, -86926.98925 (eV)